CH12NO4 | the ωB97M-V functional and the def2-TZVPD basis

Calculated values
LUMO   -3.9 eV
Energy relative to the best compared isomer or geometry (same formula, charge and spin)   0.000 eV
Orbital gap   0.4043 Eh
E_tot   -10905.7654 eV
HOMO level   -14.88 eV
Net charge   +1

The geometry in XYZ format:
```
18
Properties=species:S:1:pos:R:3:nbo_charge:R:1
C 0.19682 -1.99787 -1.95352 0.12
N -0.12866 -0.79282 -2.16326 -0.59
H 0.13512 -2.73642 -2.74732 0.21
H 0.51977 -2.28895 -0.95026 0.26
H -0.16622 -0.10623 -1.32989 0.46
H -0.26691 -0.38659 -3.07443 0.42
H -0.51642 4.34188 -0.04616 0.50
H 1.00194 4.17948 -0.20653 0.50
O 0.18172 3.68331 -0.11293 -0.97
H 0.17058 1.88410 -0.31872 0.53
H -0.20552 0.68425 0.62183 0.51
O 0.21143 0.90471 -0.23088 -0.99
H 0.56948 -3.33380 1.68525 0.49
H 0.01999 -1.89774 1.65093 0.50
O 0.28870 -2.63628 1.08730 -0.98
H -1.46123 0.11996 2.61046 0.50
H -0.02029 0.36025 3.10955 0.50
O -0.53031 0.01876 2.36855 -0.98
```